{"formula": "H10LiO5", "method": "ωB97M-V with the def2-TZVPD basis set", "charge": 1, "relative_energy_kcal_mol": 25.35, "lumo_ev": -3.53, "homo_ev": -15.6, "gap_ev": 12.10, "e_tot_ev": -10600.90076, "largest_force_ev_per_a": 4.91, "species": ["O", "O", "O", "O", "O", "Li", "H", "H", "H", "H", "H", "H", "H", "H", "H", "H"], "positions_angstrom": [[0.0034, 2.1002, 0.4490], [1.6934, 0.6542, -1.6860], [1.3624, -1.6188, 0.4940], [-1.3986, -0.6898, -1.0870], [-1.1416, 0.0272, 1.8680], [0.1014, 0.1442, 0.0230], [-1.7566, -0.7348, 1.8030], [-1.7916, -1.4848, -1.0040], [-1.2116, -0.6348, -1.9720], [-0.6826, -0.2498, 2.6440], [-0.7646, 2.6452, 0.1260], [1.8104, 1.5902, -1.6230], [-0.1706, 2.1192, 1.4950], [1.5944, 0.3892, -2.6610], [0.9984, -1.9798, 1.2550], [1.3544, -2.2778, -0.1240]], "forces_ev_per_a": [[-1.65, 0.85, 3.01], [-0.89, -2.01, -1.69], [0.47, 4.07, 0.39], [1.60, 3.77, 2.71], [-0.81, -1.22, -0.79], [0.21, -0.10, -0.14], [-0.01, 0.84, -0.34], [-2.24, -4.25, 0.78], [0.75, 0.56, -3.58], [0.90, 0.13, 1.27], [1.10, -0.73, 0.30], [0.19, 0.99, -0.30], [0.62, 0.00, -3.47], [0.42, 0.99, 2.18], [-0.85, -1.18, 2.33], [0.19, -2.70, -2.67]]}



{"formula": "H10LiO5", "method": "ωB97M-V with the def2-TZVPD basis set", "charge": 1, "relative_energy_kcal_mol": 69.59, "lumo_ev": -4.42, "homo_ev": -14.2, "gap_ev": 9.78, "e_tot_ev": -10598.98221, "largest_force_ev_per_a": 0.58, "species": ["O", "O", "O", "O", "O", "Li", "H", "H", "H", "H", "H", "H", "H", "H", "H", "H"], "positions_angstrom": [[-14.7019, 3.7935, 13.8016], [-15.7688, 8.2963, 11.1297], [-14.4478, 11.1390, 15.7094], [-18.7810, 6.4820, 16.0748], [-10.9441, 7.6600, 15.4864], [-14.5831, 7.5037, 14.5936], [-15.3019, 8.9796, 10.6488], [-13.6494, 11.6113, 15.4731], [-14.8600, 11.6845, 16.3793], [-10.2940, 7.0062, 15.2290], [-19.6023, 6.2650, 15.6337], [-10.4270, 8.4042, 15.7947], [-15.4810, 3.3320, 13.4914], [-13.9683, 3.2801, 13.4634], [-15.6352, 7.5033, 10.6105], [-18.9990, 6.4712, 17.0068]], "forces_ev_per_a": [[0.04, 0.49, 0.12], [0.09, -0.10, 0.56], [-0.01, -0.47, -0.17], [0.36, 0.07, -0.13], [-0.49, -0.03, -0.12], [-0.01, 0.04, -0.06], [0.07, 0.28, -0.16], [0.21, 0.16, -0.09], [-0.19, 0.12, 0.20], [0.18, -0.22, -0.06], [-0.22, -0.05, -0.16], [0.11, 0.23, 0.12], [-0.27, -0.13, -0.03], [0.24, -0.16, -0.05], [-0.06, -0.24, -0.22], [-0.05, 0.00, 0.27]]}



{"formula": "H10NO3", "method": "ωB97M-V with the def2-TZVPD basis set", "charge": 1, "relative_energy_kcal_mol": 16.74, "lumo_ev": -3.43, "homo_ev": -14.8, "gap_ev": 11.42, "e_tot_ev": -7788.95238, "largest_force_ev_per_a": 0.92, "species": ["O", "O", "O", "N", "H", "H", "H", "H", "H", "H", "H", "H", "H", "H"], "positions_angstrom": [[-0.1175, -3.1479, -0.3167], [0.9936, 0.5410, -1.0002], [-0.7756, -0.0211, 1.1242], [-0.0948, 2.6459, 0.1656], [0.7257, 3.0324, 0.6080], [-0.7958, -3.8143, -0.1730], [0.2439, 1.6944, -0.1721], [1.3209, -0.3049, -0.6655], [1.5028, 0.7166, -1.7980], [-0.9040, 2.7278, 0.7637], [-0.3205, 3.1675, -0.6675], [-0.9948, -0.0549, 2.0639], [0.2560, -3.4167, -1.1603], [-0.6333, -0.9370, 0.8564]], "forces_ev_per_a": [[-0.05, 0.11, -0.05], [0.31, -0.15, -0.20], [0.06, 0.23, 0.23], [0.50, -0.06, -0.62], [0.17, 0.58, 0.31], [-0.13, -0.01, 0.22], [-0.76, -0.32, 0.40], [-0.18, 0.12, 0.11], [0.04, -0.02, -0.11], [-0.15, -0.72, 0.42], [0.12, 0.49, -0.42], [0.01, -0.18, -0.15], [0.17, 0.07, -0.11], [-0.11, -0.14, -0.04]]}



{"formula": "H10O4S", "method": "ωB97M-V with the def2-TZVPD basis set", "charge": -1, "relative_energy_kcal_mol": 31.36, "spin_multiplicity": 2, "lumo_ev": [2.87, 2.83], "homo_ev": [0.8, -7.0], "gap_ev": [2.04, 9.85], "e_tot_ev": -19185.68941, "largest_force_ev_per_a": 5.26, "species": ["S", "O", "O", "O", "O", "H", "H", "H", "H", "H", "H", "H", "H", "H", "H"], "positions_angstrom": [[2.7656, -0.3264, 3.4529], [-1.9098, -1.3404, -1.0449], [1.1496, -1.0484, -1.8546], [-1.5202, -0.3345, -3.6613], [-1.4666, 3.6206, 2.8433], [3.1699, -1.2562, 2.6384], [-1.5627, -2.1571, -1.1092], [1.9466, -1.5552, -1.9163], [-2.2044, -1.0205, -3.1752], [0.8068, -0.8480, -2.7918], [-0.6976, 3.2845, 3.2059], [-1.1320, 0.2584, -3.0662], [3.3177, -0.9852, 4.5079], [-1.5656, 4.5347, 3.1427], [-1.0973, -0.8263, -1.1717]], "forces_ev_per_a": [[-0.11, 0.51, 1.11], [-1.64, 4.29, 0.29], [-2.33, 1.34, -1.19], [-3.36, -3.89, -1.11], [-2.68, 1.36, -1.13], [0.27, -0.77, -0.90], [1.70, -4.83, -0.20], [1.17, -0.72, -0.34], [2.94, 3.04, -1.07], [0.99, -0.64, 1.54], [2.47, -0.97, 1.15], [0.50, 1.15, 1.91], [-0.18, 0.27, -0.24], [0.21, -0.40, -0.05], [0.05, 0.28, 0.23]]}



{"formula": "H10O4S2", "method": "ωB97M-V with the def2-TZVPD basis set", "charge": 0, "relative_energy_kcal_mol": 169.63, "lumo_ev": -6.41, "homo_ev": -9.4, "gap_ev": 2.96, "e_tot_ev": -30015.79169, "largest_force_ev_per_a": 4.70, "species": ["S", "S", "O", "O", "O", "O", "H", "H", "H", "H", "H", "H", "H", "H", "H", "H"], "positions_angstrom": [[2.1981, -1.1465, -0.2423], [-2.4117, -0.5271, 0.5058], [-0.3112, -2.3357, -1.7301], [0.1097, -0.3431, 2.5061], [2.8195, 1.9028, -0.6255], [-2.2287, 2.5890, -0.2022], [-1.0710, -1.8459, -1.4758], [3.2607, -2.0477, -0.1513], [2.8264, 0.9518, -0.9083], [-3.6167, -1.0448, 0.4828], [-3.0226, 2.7993, -0.7173], [0.5400, -0.1872, 1.6659], [-2.4419, 1.5539, 0.2663], [0.4788, -2.0110, -1.2597], [-0.8048, -0.4913, 2.3133], [3.6754, 2.1835, -0.4277]], "forces_ev_per_a": [[0.85, -0.67, 0.23], [1.08, 0.25, -0.23], [1.21, -1.11, -0.73], [0.94, 0.05, 0.56], [-2.56, -1.67, -0.74], [-0.85, -4.03, 1.72], [-0.80, 0.90, 0.70], [-0.96, 0.74, -0.06], [0.38, 1.36, 0.26], [-0.86, -0.31, 0.01], [0.14, -0.22, 0.19], [0.06, 0.03, -0.21], [0.64, 4.26, -1.88], [-0.57, 0.09, -0.05], [-0.93, -0.08, -0.18], [2.24, 0.40, 0.42]]}



{"formula": "H10O5", "method": "ωB97M-V with the def2-TZVPD basis set", "charge": -1, "relative_energy_kcal_mol": 53.81, "spin_multiplicity": 2, "lumo_ev": [3.37, 3.29], "homo_ev": [0.8, -6.5], "gap_ev": [2.54, 9.74], "e_tot_ev": -10397.37324, "largest_force_ev_per_a": 2.61, "species": ["O", "O", "O", "O", "O", "H", "H", "H", "H", "H", "H", "H", "H", "H", "H"], "positions_angstrom": [[-3.2628, -0.3458, 4.5415], [-0.6188, -1.1001, -0.7413], [2.6092, 0.5969, -1.1500], [0.5700, 0.9323, 0.0213], [0.7645, -0.2995, -2.5947], [-1.5468, -0.8363, -0.6919], [-3.9432, 0.2837, 4.2085], [0.0780, 0.0737, -0.2961], [-2.5206, 0.1419, 4.1443], [0.0820, 1.6155, 0.5225], [3.0803, 1.4090, -0.9599], [1.5554, 0.8181, -0.3829], [1.6152, 0.0208, -2.1110], [0.0747, -0.6693, -1.8876], [1.0723, -1.0178, -3.1738]], "forces_ev_per_a": [[-0.52, 1.44, -0.71], [0.61, 0.38, -1.00], [-0.40, -0.61, 0.22], [-0.64, -0.08, 0.33], [1.10, -0.11, -1.95], [0.16, -0.01, -0.04], [0.02, -0.86, 0.48], [-1.42, -0.60, 0.71], [0.53, -0.56, 0.17], [-0.01, 0.13, 0.15], [0.16, 0.11, -0.44], [1.62, 0.58, -0.49], [0.75, 1.10, 0.63], [-1.64, -0.99, 1.77], [-0.33, 0.08, 0.16]]}



{"formula": "H10O5", "method": "ωB97M-V with the def2-TZVPD basis set", "charge": 0, "relative_energy_kcal_mol": 28.33, "lumo_ev": 0.31, "homo_ev": -10.8, "gap_ev": 11.14, "e_tot_ev": -10399.62103, "smiles": "O.O.O.O.O", "largest_force_ev_per_a": 1.99, "species": ["O", "O", "O", "O", "O", "H", "H", "H", "H", "H", "H", "H", "H", "H", "H"], "positions_angstrom": [[-26.9680, 10.0230, 12.2110], [-23.7420, 11.1890, 13.5530], [-27.9430, 9.6070, 14.5910], [-23.7360, 11.5140, 17.3740], [-25.7630, 11.4560, 15.4850], [-25.1490, 11.3640, 14.7760], [-27.3440, 9.9180, 13.0770], [-24.5520, 11.4040, 16.9130], [-23.0770, 11.5680, 16.6700], [-27.0900, 9.2920, 14.8430], [-27.2460, 9.2100, 11.7610], [-28.6050, 9.0370, 14.9350], [-23.2720, 10.6050, 14.1240], [-23.1410, 11.8840, 13.2060], [-26.6010, 11.1170, 15.2500]], "forces_ev_per_a": [[0.45, -0.39, -1.35], [-0.35, 1.27, -0.94], [-0.11, 1.28, -0.26], [1.52, 0.02, 0.50], [0.47, 0.56, 1.85], [0.57, 0.00, -1.45], [-0.59, 0.12, 0.46], [-1.28, -0.04, -0.63], [-0.12, 0.08, 0.29], [0.81, -0.79, 0.59], [0.21, 0.42, 0.00], [-0.75, -0.82, 0.55], [0.97, -0.53, 0.43], [-0.46, -0.88, 0.56], [-1.34, -0.30, -0.59]]}



{"formula": "H10O5", "method": "ωB97M-V with the def2-TZVPD basis set", "charge": 0, "relative_energy_kcal_mol": 68.07, "lumo_ev": 0.40, "homo_ev": -10.1, "gap_ev": 10.49, "e_tot_ev": -10397.89794, "smiles": "O.O.O.O.O", "largest_force_ev_per_a": 4.77, "species": ["O", "O", "O", "O", "O", "H", "H", "H", "H", "H", "H", "H", "H", "H", "H"], "positions_angstrom": [[1.3491, -1.4256, 0.5305], [-3.3350, -1.1735, -0.5195], [-2.8806, 0.6047, 0.5403], [0.3780, 2.7643, 0.0825], [3.8844, -0.5242, -0.3473], [1.3032, 2.7059, -0.1813], [-2.7491, -0.9355, -1.2469], [1.8633, -2.2351, 0.4344], [3.2685, 0.1065, -0.7371], [-3.2124, -0.2633, 0.7964], [-2.9043, -1.9324, -0.1101], [1.2000, -1.3539, 1.4801], [-2.5072, 0.4635, -0.3370], [-0.0519, 3.1964, -0.6641], [4.3939, 0.0022, 0.2791]], "forces_ev_per_a": [[-0.34, -0.25, 0.18], [-0.82, -4.09, -2.31], [0.92, 3.04, 1.83], [0.15, 0.04, -0.20], [0.36, 0.27, -0.08], [-0.09, 0.00, 0.07], [-0.17, -0.41, -0.14], [0.12, 0.19, -0.08], [-0.10, -0.22, 0.10], [0.21, 1.19, -0.11], [0.00, -0.33, -0.30], [-0.04, 0.09, -0.10], [-0.14, 0.60, 1.07], [-0.04, -0.02, 0.12], [-0.01, -0.10, -0.05]]}